(1)
{
  "formula": "C35H44BrClIMgO5SSi",
  "method": "ωB97M-V with the def2-TZVPD basis set",
  "lumo_ev": 2.2,
  "charge": -1,
  "e_above_lowest_ev": 0.000,
  "homo_ev": -4.6,
  "homo_lumo_gap_ev": 6.8,
  "species": ["Mg", "C", "C", "C", "C", "O", "Si", "O", "O", "C", "C", "C", "C", "O", "C", "C", "C", "C", "H", "H", "H", "H", "H", "H", "H", "H", "H", "H", "H", "H", "H", "H", "H", "H", "H", "H", "H", "H", "H", "H", "H", "H", "H", "H", "H", "Br", "C", "C", "C", "C", "C", "C", "I", "H", "H", "H", "H", "C", "C", "O", "S", "C", "C", "C", "C", "C", "C", "C", "C", "H", "H", "H", "H", "H", "H", "H", "Cl", "C", "C", "C", "C", "C", "C", "C", "H", "H", "H", "H", "H", "H"],
  "coordinates": [[-0.49020, 0.19943, -0.75683], [-4.38160, -0.49327, -1.11678], [-4.95130, -1.19149, 0.12078], [-5.73190, -2.44261, -0.29816], [-5.87148, -0.23655, 0.88047], [-3.92432, -1.55447, 1.03423], [-2.40675, -2.14015, 0.73057], [-1.39096, -1.01103, 0.32166], [-2.60162, -3.29022, -0.44127], [-1.77726, -4.39321, -0.78077], [-0.29259, -4.05151, -0.62646], [-2.08718, -4.72272, -2.24080], [-2.13130, -5.58660, 0.11338], [-1.96840, -2.98693, 2.07832], [-2.07397, -2.63387, 3.45102], [-3.48836, -2.94762, 3.95062], [-1.05886, -3.50039, 4.19565], [-1.76318, -1.15131, 3.66482], [-5.18879, -0.12857, -1.75321], [-3.76320, -1.19370, -1.68142], [-3.75658, 0.34775, -0.81080], [-6.51141, -2.19428, -1.02166], [-6.19399, -2.89950, 0.57967], [-5.03796, -3.15527, -0.73906], [-6.69676, 0.09265, 0.24606], [-5.30410, 0.63480, 1.21126], [-6.27729, -0.74068, 1.75925], [-0.05516, -3.15593, -1.20417], [0.32506, -4.88297, -0.96925], [-0.07652, -3.84469, 0.42341], [-1.84822, -3.86336, -2.86966], [-3.15019, -4.94638, -2.34899], [-1.50663, -5.58457, -2.57605], [-1.99025, -5.29810, 1.15423], [-1.49757, -6.44588, -0.11646], [-3.17646, -5.86743, -0.03414], [-3.68043, -4.02098, 3.88679], [-4.20842, -2.42466, 3.32230], [-3.60798, -2.62702, 4.98774], [-1.31359, -4.55527, 4.07172], [-1.04681, -3.26226, 5.26121], [-0.06159, -3.33543, 3.78606], [-2.55015, -0.54495, 3.20990], [-0.82498, -0.89762, 3.16933], [-1.69648, -0.91658, 4.72811], [1.32452, 0.10079, 5.55953], [1.90615, -1.62627, 5.04082], [1.94286, -2.60842, 6.02046], [2.36770, -3.88723, 5.70228], [2.76080, -4.17846, 4.40522], [2.71525, -3.19774, 3.42893], [2.28468, -1.90953, 3.72994], [2.14454, -0.48083, 2.18541], [1.63193, -2.36309, 7.02678], [2.38765, -4.64954, 6.47010], [3.08991, -5.17750, 4.14957], [3.00924, -3.42486, 2.41271], [7.51368, 3.81110, 1.88694], [7.49095, 5.23748, 2.37472], [8.45525, 5.78445, 2.84659], [5.98514, 6.18862, 2.25159], [4.73014, 5.05958, 1.67502], [4.44213, 4.95742, 0.31848], [3.46393, 4.07867, -0.11155], [2.74903, 3.29564, 0.80381], [3.02379, 3.44280, 2.16959], [4.00789, 4.31524, 2.60011], [1.77926, 2.34806, 0.35508], [1.00606, 1.48191, -0.02422], [8.39067, 3.69731, 1.24938], [6.62141, 3.52518, 1.34311], [7.63659, 3.15007, 2.74590], [4.99588, 5.55614, -0.39383], [3.24860, 3.97503, -1.16440], [2.46498, 2.85465, 2.88590], [4.23246, 4.41833, 3.65413], [-1.47392, 2.38276, -1.96160], [-0.03739, 2.20214, -2.92896], [0.67576, 3.32681, -3.28803], [1.85912, 3.18713, -3.99795], [2.32216, 1.90578, -4.28484], [1.59456, 0.79107, -3.92262], [0.35520, 0.88782, -3.25550], [-0.44774, -0.24714, -2.87773], [0.31747, 4.30811, -3.00271], [2.41922, 4.06174, -4.30427], [3.25735, 1.78256, -4.81922], [1.96689, -0.19577, -4.17178], [-0.12287, -1.19134, -3.30824], [-1.51402, -0.09159, -3.05809]],
  "forces_ev_per_a": [[0.18, -0.50, 0.13], [0.14, -0.15, 0.23], [-0.28, 0.15, -0.09], [0.20, 0.09, 0.15], [0.13, -0.06, -0.03], [-0.08, -0.13, -0.06], [-0.04, -0.08, -0.03], [-0.10, 0.08, 0.25], [-0.10, -0.04, 0.04], [0.18, -0.29, -0.19], [-0.25, 0.18, 0.06], [0.00, 0.10, 0.11], [-0.04, 0.22, -0.03], [-0.09, 0.00, 0.02], [0.01, 0.02, 0.41], [0.12, 0.01, -0.19], [-0.05, 0.04, -0.16], [-0.06, -0.14, -0.30], [0.00, -0.01, -0.04], [0.01, 0.05, -0.07], [-0.04, 0.03, -0.04], [0.00, 0.02, 0.01], [0.00, -0.02, -0.02], [-0.03, -0.08, -0.06], [-0.01, 0.00, 0.01], [-0.03, 0.02, 0.00], [-0.01, 0.02, 0.01], [0.03, -0.04, -0.02], [0.03, -0.01, 0.02], [0.10, -0.02, 0.00], [0.01, -0.02, -0.02], [0.00, -0.01, -0.02], [-0.01, 0.00, -0.01], [0.00, -0.07, 0.04], [0.00, 0.00, -0.01], [0.01, 0.00, 0.01], [-0.01, 0.01, -0.01], [-0.06, 0.01, 0.06], [0.00, -0.01, 0.01], [0.02, 0.00, 0.00], [-0.02, 0.00, 0.00], [-0.01, 0.00, 0.03], [0.02, 0.06, 0.04], [0.04, 0.04, 0.09], [0.00, 0.00, 0.00], [0.01, -0.02, 0.04], [0.06, -0.01, -0.12], [0.01, 0.01, 0.02], [-0.01, 0.05, 0.04], [-0.01, -0.08, 0.00], [0.03, 0.03, -0.05], [-0.03, 0.34, -0.09], [-0.04, -0.25, 0.23], [0.00, -0.01, 0.00], [0.00, -0.01, -0.01], [0.01, 0.01, -0.02], [-0.02, -0.02, 0.00], [0.10, 0.00, -0.03], [-0.07, -0.13, -0.02], [-0.01, 0.00, -0.04], [-0.15, 0.04, -0.03], [0.26, 0.24, 0.13], [-0.03, -0.04, 0.04], [0.02, -0.02, 0.03], [0.05, 0.07, 0.04], [0.03, 0.01, 0.00], [-0.04, -0.04, -0.04], [0.06, -0.19, 0.01], [0.14, 0.23, 0.18], [0.01, -0.01, 0.03], [-0.04, -0.03, -0.02], [-0.01, 0.03, 0.02], [0.00, -0.01, 0.00], [-0.05, -0.03, -0.11], [0.01, -0.03, -0.02], [-0.04, -0.01, 0.01], [-0.53, 0.32, 0.03], [0.47, -0.13, -0.37], [0.03, 0.10, 0.00], [0.06, 0.06, 0.07], [0.00, 0.03, -0.03], [-0.01, 0.06, 0.01], [-0.13, 0.21, -0.39], [-0.06, -0.17, 0.00], [-0.04, -0.03, 0.01], [-0.01, -0.01, 0.03], [0.00, -0.02, 0.02], [-0.04, -0.02, 0.00], [0.09, 0.00, 0.06], [-0.01, -0.03, 0.01]]
}

---

(2)
{
  "formula": "C35H44ClN3O6S4Sc",
  "method": "ωB97M-V with the def2-TZVPD basis set",
  "lumo_ev": 1.9,
  "charge": -1,
  "e_above_lowest_ev": 0.069,
  "homo_ev": -4.3,
  "homo_lumo_gap_ev": 6.2,
  "species": ["Sc", "C", "C", "C", "C", "C", "C", "C", "C", "C", "S", "C", "N", "H", "H", "H", "H", "H", "H", "H", "H", "Cl", "C", "C", "C", "C", "O", "C", "C", "O", "C", "H", "H", "H", "H", "C", "C", "C", "C", "O", "H", "H", "H", "H", "H", "H", "H", "H", "H", "C", "S", "C", "O", "H", "H", "H", "H", "H", "H", "O", "C", "O", "C", "C", "C", "C", "S", "C", "C", "H", "H", "H", "H", "H", "C", "C", "N", "C", "S", "N", "C", "C", "H", "H", "H", "H", "H", "H", "H", "H", "H", "H", "H", "H"],
  "coordinates": [[-0.53060, 0.36368, 0.06782], [3.24775, 0.13851, 0.93731], [2.76153, 1.36918, 1.64380], [3.72135, 2.30728, 2.10940], [3.29484, 3.44587, 2.71854], [1.90939, 3.66831, 2.90408], [1.41923, 4.82815, 3.54449], [0.06787, 4.96509, 3.71129], [-0.81726, 3.97631, 3.26190], [-0.39337, 2.82138, 2.62767], [-1.55702, 1.63276, 2.12921], [1.02139, 2.67241, 2.43778], [1.47435, 1.55460, 1.80107], [4.00800, -0.36500, 1.54126], [3.70801, 0.41063, -0.01662], [2.42245, -0.54047, 0.74018], [4.77528, 2.10146, 1.96834], [3.99889, 4.18753, 3.08001], [2.11891, 5.57828, 3.89205], [-0.33464, 5.84527, 4.19753], [-1.88055, 4.11550, 3.40674], [-5.86614, 2.02180, -4.89354], [-4.55078, 2.00479, -3.73477], [-3.61154, 3.01861, -3.74759], [-2.56525, 2.97889, -2.84528], [-2.41493, 1.93210, -1.90848], [-1.37710, 1.90168, -1.12362], [-3.42870, 0.94055, -1.88662], [-3.45507, -0.13792, -0.82926], [-2.27736, -0.50891, -0.30508], [-4.46404, 0.98240, -2.80769], [-3.70162, 3.83069, -4.45740], [-1.83163, 3.77642, -2.83003], [-4.00283, -1.00378, -1.23407], [-5.22383, 0.20995, -2.78734], [1.48104, -3.00635, 1.88582], [0.14821, -2.38407, 1.45220], [-0.72494, -3.43099, 0.75476], [-0.57847, -1.84326, 2.68248], [0.41310, -1.35610, 0.52972], [1.32553, -3.87484, 2.53093], [2.07270, -2.27434, 2.43823], [2.06261, -3.32385, 1.01848], [-1.00510, -4.23751, 1.44100], [-0.19703, -3.87119, -0.09254], [-1.62239, -2.94489, 0.37451], [-0.70442, -2.63358, 3.42935], [-1.56903, -1.46299, 2.42078], [-0.01896, -1.01910, 3.12878], [2.84486, 3.18168, -1.56492], [1.11456, 2.72638, -1.50218], [0.82595, 2.55593, -3.25434], [1.20482, 1.30861, -0.97555], [3.40518, 2.41473, -2.09879], [3.19454, 3.25674, -0.53689], [2.94489, 4.14957, -2.05653], [0.88868, 3.54512, -3.70809], [-0.17090, 2.14029, -3.37510], [1.56615, 1.87700, -3.67480], [-3.00753, -4.35963, 4.88450], [-3.73884, -3.23765, 5.11491], [-4.12665, -3.00784, 6.22885], [-3.99833, -2.36646, 3.93961], [-4.33590, -1.03457, 4.17073], [-4.51089, -0.16577, 3.11138], [-4.39260, -0.61134, 1.79394], [-4.64441, 0.54521, 0.49199], [-4.09331, -1.95232, 1.56476], [-3.89096, -2.81326, 2.62388], [-2.65287, -4.32750, 3.98834], [-4.41584, -0.68469, 5.19065], [-4.69952, 0.88313, 3.29433], [-3.99525, -2.32433, 0.55572], [-3.66791, -3.84930, 2.39025], [2.58036, -4.17371, -1.82167], [3.03335, -2.72491, -1.93368], [1.91209, -1.80203, -1.89433], [1.28212, -1.30867, -2.96490], [-0.32416, -0.84587, -2.93138], [2.02671, -1.19542, -4.13374], [3.23644, -0.36772, -4.12032], [4.24704, -0.83826, -5.15084], [3.43840, -4.84842, -1.83770], [1.92819, -4.42479, -2.65877], [2.02789, -4.34961, -0.90097], [3.57342, -2.60129, -2.86995], [3.72430, -2.46595, -1.12522], [1.37767, -1.73879, -1.00317], [1.40121, -0.93514, -4.88337], [3.66076, -0.39164, -3.11888], [2.97012, 0.68124, -4.30540], [4.55220, -1.86544, -4.94924], [5.13357, -0.20279, -5.14509], [3.82257, -0.81144, -6.15561]],
  "forces_ev_per_a": [[-0.50, 0.38, 0.03], [0.06, -0.04, -0.04], [0.05, 0.01, 0.06], [-0.08, 0.04, 0.01], [-0.04, -0.03, 0.00], [0.10, 0.10, 0.07], [-0.03, -0.03, -0.02], [0.10, 0.02, 0.01], [-0.09, 0.04, 0.02], [0.01, 0.01, 0.00], [0.13, -0.17, -0.10], [-0.03, -0.08, -0.05], [-0.03, -0.11, -0.09], [-0.01, -0.01, -0.01], [0.01, 0.01, -0.01], [-0.02, 0.01, 0.05], [0.01, 0.00, 0.00], [0.01, 0.01, 0.00], [0.00, 0.02, 0.01], [0.00, 0.02, 0.01], [-0.02, -0.03, -0.01], [-0.01, 0.00, -0.01], [-0.05, -0.03, -0.03], [-0.02, 0.01, -0.01], [0.05, -0.07, 0.07], [-0.25, -0.03, -0.12], [0.31, -0.03, 0.00], [-0.03, 0.12, 0.03], [-0.06, -0.21, -0.02], [0.17, -0.04, 0.32], [0.01, 0.04, 0.02], [0.01, 0.01, 0.00], [0.00, 0.01, 0.01], [0.06, 0.04, -0.04], [-0.01, -0.02, 0.00], [-0.05, 0.03, 0.11], [0.06, -0.16, -0.21], [0.00, -0.05, 0.11], [-0.04, 0.03, -0.01], [0.08, 0.32, -0.04], [-0.01, -0.01, 0.00], [0.01, 0.03, 0.01], [-0.01, 0.00, -0.05], [-0.01, -0.01, -0.01], [0.06, -0.01, -0.05], [-0.03, 0.03, -0.01], [0.01, 0.00, 0.05], [0.12, 0.00, -0.03], [0.04, -0.04, 0.00], [0.06, 0.06, -0.15], [-0.10, -0.10, 0.17], [0.07, 0.07, -0.04], [0.08, -0.12, 0.00], [0.01, -0.02, -0.01], [-0.03, -0.01, 0.05], [0.00, 0.01, -0.01], [0.00, 0.03, -0.04], [0.00, -0.02, 0.02], [-0.06, 0.07, 0.05], [0.01, 0.00, 0.03], [-0.07, -0.01, 0.03], [0.00, -0.03, 0.00], [-0.02, 0.03, 0.00], [0.06, -0.05, -0.07], [0.01, 0.03, 0.03], [-0.08, 0.12, -0.14], [0.09, 0.01, 0.07], [-0.02, -0.05, -0.07], [-0.05, -0.05, 0.03], [0.02, 0.01, -0.04], [0.01, -0.01, 0.02], [-0.01, 0.03, 0.00], [-0.01, 0.02, -0.03], [0.01, -0.02, 0.05], [-0.03, -0.05, -0.03], [0.16, 0.12, -0.01], [-0.19, 0.10, 0.26], [-0.13, 0.01, 0.14], [0.05, -0.03, -0.07], [0.06, -0.03, -0.07], [0.01, -0.02, 0.00], [0.01, -0.01, -0.02], [0.03, 0.02, 0.00], [-0.02, -0.01, -0.01], [-0.03, 0.02, 0.04], [0.00, 0.06, 0.00], [-0.05, -0.04, 0.01], [0.05, -0.12, -0.24], [-0.02, 0.02, 0.01], [0.03, -0.07, 0.06], [0.10, -0.11, -0.07], [0.01, -0.01, 0.01], [0.01, 0.01, 0.01], [-0.03, 0.01, 0.00]]
}